1.
Here is C3H4O3 in the gas phase in a non-equilibrium geometry from the Open Molecules 2025 dataset. Energies are from ωB97M-V with the def2-TZVPD basis set.

Each line ends with the Löwdin charge.
Element x y z (Å)
O  1.063  0.767  1.800  0.03
C  0.270  0.099  1.154  -0.22
C  0.269  0.217  -0.309  -0.34
O  1.164  1.075  -0.831  0.07
C  -0.850  -0.223  -0.947  -0.08
O  -1.189  -1.478  -0.591  0.04
H  -0.558  -0.454  1.638  0.14
H  1.639  1.420  -0.053  0.11
H  -1.494  0.291  -1.654  0.14
H  -0.314  -1.715  -0.208  0.12

Summary:
energy relative to the best compared isomer or geometry (same formula, charge and spin) = 240.75 kJ/mol
E_LUMO (alpha / beta) = -0.002 / -0.002 Ha
multiplicity = 1
highest occupied orbital energy (alpha / beta) = -8.737 / -8.737 eV
HOMO-LUMO gap (alpha / beta) = 8.6746 / 8.6739 eV
molecular weight = 88.062 g mol⁻¹



2.
Here is a 2-piece molecular cluster, C3H4O3 overall from the Open Molecules 2025 dataset. Energies are from ωB97M-V with the def2-TZVPD basis set.

Each line ends with the Löwdin charge.
Element x y z (Å)
O  -1.856  -2.167  -1.697  0.20
C  -1.077  -2.168  -0.832  -0.42
O  -0.305  -2.225  0.043  0.18
C  0.547  0.831  0.992  -0.05
C  0.335  1.057  -0.478  -0.29
O  -0.415  0.419  -1.180  0.04
H  -0.089  0.021  1.351  0.07
H  1.600  0.585  1.178  0.09
H  0.333  1.759  1.537  0.08
H  0.927  1.887  -0.916  0.12

Summary:
energy relative to the best compared isomer or geometry (same formula, charge and spin) = 0.04 kJ/mol
E_LUMO = 0.030 Ha
multiplicity = 1
highest occupied orbital energy = -10.197 eV
HOMO-LUMO gap = 11.0069 eV
molecular weight = 88.062 g mol⁻¹



3.
Here is C3H4O3 in the gas phase from the Open Molecules 2025 dataset. Energies are from ωB97M-V with the def2-TZVPD basis set.

Each line ends with the Löwdin charge.
Element x y z (Å)
O  -1.532  -1.385  1.008  0.08
C  -1.201  -0.552  0.206  -0.19
C  0.233  -0.369  -0.315  -0.33
O  0.200  0.205  -1.585  -0.01
C  0.941  0.547  0.673  -0.17
O  1.016  1.732  0.448  0.08
H  -1.906  0.185  -0.234  0.14
H  0.720  -1.351  -0.337  0.16
H  0.359  1.155  -1.460  0.10
H  1.354  0.099  1.592  0.14

Summary:
energy relative to the best compared isomer or geometry (same formula, charge and spin) = 152.04 kJ/mol
E_LUMO = 0.001 Ha
multiplicity = 1
highest occupied orbital energy = -10.221 eV
HOMO-LUMO gap = 10.2482 eV
molecular weight = 88.062 g mol⁻¹



> Which of these has the lowest energy relative to the best compared isomer or geometry (same formula, charge and spin)?

number 2